The following is a DFT calculation (wB97M-V/def2-TZVPD) of C26H25F6N2O16S2Sr as an isolated structure.

XYZ file:
```
78
Properties=species:S:1:pos:R:3
Sr -0.610 0.143 0.432
C -4.353 -3.043 -2.785
C -3.506 -3.482 -3.835
C -1.963 -3.491 -3.635
O -1.194 -3.973 -4.437
C -1.470 -2.966 -2.370
C -2.303 -2.498 -1.375
C -3.796 -2.559 -1.572
O -4.551 -1.894 -0.794
O -1.832 -2.165 -0.210
O -3.957 -3.867 -4.953
H -5.423 -3.049 -2.904
H -0.393 -3.060 -2.293
C 4.063 -0.958 -3.356
C 3.848 -0.409 -4.641
C 2.447 0.175 -4.944
O 2.078 0.225 -6.107
C 1.563 0.417 -3.844
C 1.819 -0.050 -2.555
C 3.182 -0.687 -2.330
O 3.526 -0.937 -1.125
O 0.814 -0.024 -1.732
O 4.713 -0.187 -5.443
H 5.003 -1.450 -3.143
H 0.561 0.781 -4.023
C -2.146 3.164 -2.412
F -1.009 2.748 -2.941
F -1.866 4.211 -1.593
F -2.991 3.620 -3.352
S -3.041 1.747 -1.526
O -4.439 2.007 -1.492
O -2.676 0.585 -2.232
N -2.265 1.816 0.014
S -3.313 2.669 0.881
O -3.691 3.889 0.229
O -4.293 1.927 1.608
C -2.322 3.429 2.290
F -3.147 3.782 3.255
F -1.357 2.600 2.745
F -1.646 4.494 1.901
C 1.316 5.559 -0.076
O 1.211 4.387 0.683
C 1.513 3.200 -0.093
C 2.102 2.066 0.737
N 1.001 1.698 1.640
C 1.372 0.816 2.769
C 0.206 0.398 3.681
O -0.875 -0.250 3.029
C -1.992 -0.382 3.908
H 1.071 6.398 0.570
H 0.617 5.514 -0.919
H 2.330 5.667 -0.478
H 2.045 3.410 -1.026
H 0.489 2.914 -0.403
H 2.967 2.499 1.259
H 2.309 1.288 -0.005
H 0.630 2.511 2.116
H 2.112 1.246 3.470
H 1.928 -0.071 2.456
H -0.050 1.320 4.233
H 0.576 -0.196 4.532
H -1.677 -0.537 4.942
H -2.489 -1.306 3.605
H -2.698 0.440 3.780
C 0.633 -3.496 1.571
C 0.686 -4.687 2.280
C 1.794 -4.884 3.096
C 2.776 -3.906 3.175
C 2.741 -2.752 2.409
C 1.686 -2.605 1.505
O 1.617 -1.548 0.690
O 1.979 -6.122 3.745
H -0.209 -3.319 0.896
H -0.056 -5.454 2.116
H 3.543 -4.030 3.944
H 3.505 -2.015 2.617
H 2.386 -1.386 -0.022
H 2.844 -6.065 4.168
```

Calculated values
charge	-3
HOMO energy	1.31	eV
orbital gap	3.50	eV
LUMO energy	4.81	eV